# 1
{"formula": "C4H12NO2", "method": "ωB97M-V/def2-TZVPD", "de_lowest_kj_mol": 85.0, "e_tot_ha": -364.8231, "spin_multiplicity": 1, "homo_lumo_gap_ev": 6.26, "charge": -1, "homo_energy_ev": -2.62, "elements": ["C", "C", "C", "C", "O", "N", "H", "H", "H", "H", "H", "H", "H", "H", "H", "H", "H", "H", "O"], "positions_angstrom": [[-1.2889, 1.4388, -1.6149], [-0.4508, 1.2472, -0.3616], [0.1275, -0.1603, -0.2287], [-0.9556, -1.1314, 0.4038], [-1.5585, -0.6681, 1.4667], [0.5764, 2.3199, -0.3593], [-2.0988, 2.1782, -1.5187], [-0.6658, 1.7560, -2.4387], [-1.8476, 0.5384, -1.8916], [-1.0660, 1.4100, 0.5103], [0.4982, -0.5163, -1.1971], [0.9838, -0.0219, 0.4551], [-1.5749, -1.3841, -0.5005], [-0.3790, -2.0866, 0.5698], [1.3354, 1.9872, -0.9351], [0.9419, 2.4364, 0.5752], [2.0700, -2.0812, 0.6480], [3.5547, -2.0688, 0.2596], [2.8897, -2.5837, 0.7448]], "forces_ev_per_a": [[-1.097, -0.197, -0.008], [0.142, 0.406, -0.289], [-0.235, 0.603, 0.587], [1.226, -0.209, -0.845], [-0.490, 0.380, 0.520], [-0.345, 0.051, -0.122], [0.474, 0.188, 0.253], [0.240, -0.035, -0.409], [0.381, -0.206, 0.019], [-0.249, -0.145, 0.337], [0.047, -0.145, -0.116], [-0.084, -0.381, 0.033], [-0.454, -0.062, 0.036], [0.070, -0.218, -0.023], [0.376, 0.083, -0.101], [0.114, -0.122, 0.126], [-0.125, -0.021, 0.017], [-0.427, -0.207, 0.239], [0.438, 0.236, -0.256]], "nbo_charge": [-0.607, -0.085, -0.458, 0.019, -0.925, -0.848, 0.195, 0.184, 0.205, 0.226, 0.162, 0.159, 0.051, 0.048, 0.330, 0.347, 0.492, 0.458, -0.953]}

# 2
{"formula": "C9H24NO6S3", "method": "ωB97M-V/def2-TZVPD", "de_lowest_kj_mol": 233.6, "e_tot_ha": -2057.6306, "spin_multiplicity": 1, "homo_lumo_gap_ev": 7.08, "charge": 1, "homo_energy_ev": -12.13, "elements": ["C", "C", "N", "C", "S", "H", "H", "H", "H", "H", "H", "H", "H", "O", "S", "O", "O", "C", "C", "C", "H", "H", "H", "H", "H", "H", "H", "H", "O", "S", "O", "O", "C", "C", "C", "H", "H", "H", "H", "H", "H", "H", "H"], "positions_angstrom": [[-0.0782, -4.5758, -0.0462], [-1.3266, -3.5350, -0.4168], [-1.0588, -2.1991, -0.2600], [-2.7070, -4.2129, -0.9729], [-4.2893, -3.3285, -0.5137], [0.8889, -4.1715, -0.6135], [-0.3312, -5.6318, -0.4914], [0.1778, -4.5833, 1.0961], [-1.9192, -1.6868, -0.5523], [-2.6292, -4.2173, -2.1617], [-2.8340, -5.3387, -0.6586], [-5.3798, -3.7042, -1.3414], [-4.6187, -3.4572, 0.8454], [0.0139, 2.6890, 1.4431], [-0.4599, 2.5269, 2.8009], [0.4126, 2.0976, 3.8734], [-1.7837, 1.5774, 2.7913], [-1.6953, 0.2921, 2.1924], [-0.9551, -0.6877, 3.0839], [-1.2608, 4.0286, 3.3052], [-1.2308, 0.3566, 1.2027], [-2.7205, -0.0650, 2.0450], [0.0979, -0.4091, 3.1864], [-0.9964, -1.6980, 2.6681], [-1.3861, -0.6977, 4.0901], [-1.9540, 4.3426, 2.5218], [-0.4907, 4.7874, 3.4519], [-1.7885, 3.8498, 4.2444], [4.8079, 1.1626, -2.8095], [3.8199, 2.2111, -2.9459], [3.8403, 3.3990, -2.1187], [2.3321, 1.5508, -2.8766], [1.9907, 0.7590, -1.7473], [1.7047, 1.6192, -0.5303], [3.7637, 2.7200, -4.6456], [2.7750, 0.0239, -1.5378], [1.0857, 0.1997, -2.0088], [2.6093, 2.1302, -0.1876], [1.3295, 1.0096, 0.2961], [0.9670, 2.3925, -0.7673], [3.7062, 1.8334, -5.2808], [4.6769, 3.2773, -4.8599], [2.8937, 3.3632, -4.7936]], "forces_ev_per_a": [[-0.210, 0.479, -1.264], [2.169, 3.193, 1.458], [-2.550, -5.589, -1.206], [1.163, -2.117, -0.959], [0.173, 1.378, -0.451], [-2.273, -0.784, 1.234], [0.584, 1.959, 1.184], [-0.865, -0.046, -2.219], [0.642, -0.026, 0.262], [-0.576, 0.268, 2.479], [0.463, 2.322, -0.461], [1.173, -0.296, 1.340], [0.110, -0.716, -1.404], [-0.375, -0.432, 1.284], [0.016, 0.344, 0.386], [-0.580, 0.160, -1.245], [0.302, 0.857, 0.036], [0.277, -0.853, -0.202], [0.313, -0.014, 0.201], [-0.280, -0.127, -0.010], [0.056, 0.154, 0.091], [-0.018, 0.394, 0.098], [-0.157, -0.053, -0.037], [-0.048, 0.077, -0.035], [-0.007, -0.005, -0.174], [0.139, -0.105, 0.110], [0.048, -0.214, -0.071], [0.115, -0.027, -0.148], [-0.793, 0.822, 0.277], [-0.198, 0.173, -0.013], [0.190, -1.215, -0.518], [0.870, 0.513, -0.791], [-0.187, -0.370, 1.083], [0.234, 0.107, -0.059], [-0.244, -0.122, -0.069], [0.050, 0.123, -0.150], [0.186, 0.166, -0.316], [-0.136, -0.093, -0.021], [0.030, 0.039, -0.204], [0.102, -0.250, 0.051], [0.008, 0.127, 0.164], [-0.050, -0.095, 0.196], [0.134, -0.107, 0.092]], "nbo_charge": [-0.684, 0.270, -0.541, -0.600, 0.300, 0.277, 0.229, 0.275, 0.328, 0.315, 0.289, 0.275, 0.266, -0.927, 2.347, -0.912, -0.715, -0.072, -0.642, -0.878, 0.193, 0.172, 0.239, 0.201, 0.223, 0.252, 0.265, 0.257, -0.923, 2.346, -0.915, -0.719, -0.077, -0.635, -0.878, 0.191, 0.177, 0.232, 0.213, 0.224, 0.250, 0.260, 0.253]}

# 3
{"formula": "C4H5N3", "method": "ωB97M-V/def2-TZVPD", "smiles": "[H]/N=C(/C)C#N.C#N", "de_lowest_kj_mol": 434.8, "e_tot_ha": -319.5466, "spin_multiplicity": 1, "homo_lumo_gap_ev": [9.03, 9.03], "homo_energy_ev": [-10.14, -10.15], "elements": ["H", "N", "C", "C", "C", "N", "H", "H", "H", "C", "N", "H"], "positions_angstrom": [[-0.2575, 1.7927, 1.4320], [0.4777, 1.1526, 1.1326], [0.1678, 0.4388, 0.1069], [1.2550, -0.8052, -0.1662], [-0.1119, 1.0275, -1.1783], [-0.4150, 1.5208, -2.1727], [2.0569, -0.3111, -0.7118], [0.8086, -1.5804, -0.7869], [1.5574, -1.2222, 0.7903], [-1.7031, -0.5259, 0.4940], [-1.3437, -1.6247, 0.2740], [-2.4923, 0.1371, 0.7861]], "forces_ev_per_a": [[0.485, 1.023, -0.768], [-1.807, -1.507, 1.116], [6.200, -0.732, -0.671], [-1.913, 1.697, 0.096], [-2.251, 0.253, -0.206], [0.386, -0.088, 0.036], [0.228, -0.158, 0.179], [0.036, 0.155, -0.006], [0.057, 0.217, -0.018], [-0.995, -3.964, -0.171], [-0.824, 2.489, 0.478], [0.399, 0.616, -0.065]], "nbo_charge": [0.343, -0.563, 0.162, -0.611, 0.201, -0.268, 0.220, 0.230, 0.232, 0.035, -0.238, 0.258]}

# 4
{"formula": "C8H13N", "method": "ωB97M-V/def2-TZVPD", "de_lowest_kj_mol": 409.1, "e_tot_ha": -367.2213, "spin_multiplicity": 1, "homo_lumo_gap_ev": 9.86, "homo_energy_ev": -8.85, "elements": ["C", "C", "C", "C", "C", "C", "C", "C", "H", "H", "H", "H", "H", "H", "H", "H", "H", "H", "H", "H", "H", "N"], "positions_angstrom": [[-2.7426, -0.4205, 0.1683], [-1.3774, -0.6983, -0.3298], [-0.5512, 0.6248, -0.4835], [0.0325, 1.3514, 0.7350], [0.9038, 0.6054, -0.8105], [1.5461, -0.1793, 0.2062], [2.5116, -1.3286, -0.1539], [1.0279, 0.3052, 1.3472], [-3.0580, -1.5317, 0.7696], [-2.6632, 0.3345, 1.0143], [-3.6764, -0.1395, -0.5879], [-1.3950, -1.3406, -1.3043], [-0.9057, -1.1979, 0.5246], [-1.0846, 1.3231, -1.2421], [-0.7954, 1.8618, 1.3573], [0.4836, 2.6310, -0.8887], [1.2251, 0.5217, -1.8795], [3.4704, -0.8239, -0.4882], [2.7441, -1.8720, 0.8487], [2.2408, -2.0746, -0.8979], [1.0430, 0.0071, 2.3684], [1.0204, 2.0408, -0.2733]], "forces_ev_per_a": [[-3.960, -2.028, 1.801], [1.389, 0.463, -1.446], [-2.234, -1.085, -1.591], [-1.452, 1.149, 0.946], [0.717, 2.095, -4.341], [1.342, -2.535, 1.263], [1.331, 1.045, 2.833], [-1.106, 0.302, -1.576], [0.285, 3.371, -1.786], [-0.506, -0.768, -1.070], [2.750, -0.643, 1.877], [0.326, 1.041, 1.798], [0.258, -0.507, -0.682], [0.635, -0.871, 1.439], [2.043, -0.143, -0.499], [-0.416, 0.268, -0.269], [-0.025, -0.279, 0.856], [-0.909, -0.754, 0.267], [-0.204, 0.726, -1.831], [-0.538, 0.337, -0.044], [0.340, -0.163, 0.466], [-0.067, -1.021, 1.588]], "nbo_charge": [-0.598, -0.451, -0.193, -0.110, -0.130, 0.043, -0.649, -0.228, 0.197, 0.205, 0.219, 0.210, 0.218, 0.195, 0.211, 0.335, 0.198, 0.228, 0.219, 0.228, 0.223, -0.569]}